(1)
Here is 2 unconnected molecules or ions with the total composition C2HBr2OS from the OMol25 dataset. Energies are from ωB97M-V/def2-TZVPD.

- Charge: -1
- Energy relative to the best compared isomer or geometry (same formula, charge and spin): 35.2 kcal/mol
- HOMO-LUMO gap: 5.642 eV
- LUMO: 3.11 eV

Each line ends with the Löwdin charge.
Geometry (Å):
1 C -0.793 1.562 0.977  -0.90
2 C 0.847 -0.814 -0.692  -1.14
3 O -0.872 1.130 2.074  0.04
4 S -0.766 2.352 -0.346  0.73
5 Br -0.957 -1.244 -1.588  0.15
6 Br 0.972 -1.777 1.010  0.25
7 H 1.569 -1.208 -1.435  -0.13

=====

(2)
Here is 8 unconnected molecules or ions with the total composition C2H20N2O7 from the OMol25 dataset. Energies are from ωB97M-V/def2-TZVPD.

- Energy relative to the best compared isomer or geometry (same formula, charge and spin): 49.6 kcal/mol
- HOMO-LUMO gap: 9.302 eV
- LUMO: 0.34 eV

Each line ends with the Löwdin charge.
Geometry (Å):
1 H -3.124 -0.598 -0.199  0.01
2 N -2.284 -0.184 -0.350  0.07
3 C -2.258 1.099 -0.469  -0.18
4 N -0.917 1.542 -0.836  -0.10
5 C -0.609 2.904 -0.564  -0.16
6 H -2.866 1.928 -0.168  0.11
7 H -0.187 0.890 -0.520  0.08
8 H 0.339 2.848 0.152  0.09
9 H -0.271 3.547 -1.489  0.09
10 H -1.559 3.548 -0.196  0.11
11 O 1.613 3.169 2.136  -0.04
12 H 0.923 2.537 2.068  0.00
13 H 2.371 2.717 2.476  0.03
14 O -1.174 -2.435 -2.324  -0.07
15 H -1.624 -2.103 -1.577  -0.04
16 H -1.419 -1.630 -2.899  0.10
17 O 2.997 0.600 -0.155  -0.07
18 H 3.640 0.716 -0.917  0.08
19 H 2.813 -0.260 0.201  0.01
20 O -0.577 -0.439 3.780  -0.09
21 H -0.030 -1.288 3.818  0.07
22 H -1.435 -0.772 4.041  0.02
23 O -0.150 -3.265 1.445  -0.12
24 H 0.052 -2.242 1.239  0.07
25 H -0.993 -3.404 1.045  -0.01
26 O 0.356 -0.968 -0.153  -0.15
27 H -0.379 -1.099 -0.785  -0.01
28 H 1.185 -0.941 -0.809  0.09
29 O 2.172 -2.003 -2.399  -0.02
30 H 1.751 -1.680 -3.230  0.08
31 H 1.644 -2.735 -2.363  -0.02

=====

(3)
Here is a molecular structure, C40H34N5NiO2P2S3 from the OMol25 dataset. Energies are from ωB97M-V/def2-TZVPD.

- Multiplicity: 3
- Charge: -1
- <S²>: 2.007
- HOMO-LUMO gap (spin up / spin down): 7.691 / 7.520 eV
- LUMO (spin up / spin down): 2.56 / 2.55 eV

Each line ends with the Mulliken spin population.
Geometry (Å):
1 Ni 0.032 0.542 0.378  1.70
2 N -1.248 -2.853 -6.553  0.00
3 C -1.163 -2.821 -5.154  0.00
4 C 0.078 -2.867 -4.520  0.00
5 C 0.165 -2.809 -3.138  0.00
6 C -0.990 -2.699 -2.383  0.01
7 C -2.236 -2.636 -3.000  0.00
8 C -2.320 -2.692 -4.379  0.00
9 S -0.915 -2.676 -0.621  0.00
10 O 0.421 -3.053 -0.260  0.00
11 O -2.022 -3.462 -0.155  0.00
12 N -1.081 -1.103 -0.296  0.05
13 C -2.247 -0.476 0.018  -0.02
14 N -3.491 -0.951 -0.172  0.00
15 C -4.487 -0.172 0.238  0.00
16 C -4.310 1.083 0.795  0.00
17 C -3.003 1.532 0.879  0.00
18 N -1.989 0.773 0.497  0.04
19 H -0.468 -3.282 -7.018  0.00
20 H -2.132 -3.161 -6.917  0.00
21 H 0.979 -2.951 -5.121  0.00
22 H 1.124 -2.853 -2.632  0.00
23 H -3.125 -2.549 -2.380  0.00
24 H -3.288 -2.641 -4.873  0.00
25 H -5.488 -0.574 0.092  0.00
26 H -5.140 1.691 1.126  0.00
27 H -2.744 2.517 1.247  0.00
28 S -0.640 4.519 1.767  0.00
29 P 1.044 3.895 0.956  0.00
30 S 1.042 2.457 -0.472  0.04
31 C 1.898 5.324 0.155  -0.01
32 C 1.813 6.571 0.772  0.00
33 C 2.489 7.665 0.246  0.00
34 C 3.255 7.525 -0.906  0.00
35 C 3.338 6.288 -1.529  0.00
36 C 2.664 5.190 -1.001  0.01
37 C 2.305 3.510 2.225  0.00
38 C 2.157 3.983 3.522  0.00
39 C 3.205 3.862 4.433  0.00
40 C 4.398 3.269 4.043  0.00
41 C 4.538 2.770 2.752  0.00
42 C 3.495 2.889 1.845  0.00
43 H 1.204 6.677 1.662  0.00
44 H 2.411 8.632 0.732  0.00
45 H 3.783 8.379 -1.317  0.00
46 H 3.927 6.176 -2.432  0.00
47 H 2.725 4.223 -1.486  0.00
48 H 1.222 4.446 3.812  0.00
49 H 3.086 4.238 5.442  0.00
50 H 5.218 3.183 4.750  0.00
51 H 5.460 2.280 2.456  0.00
52 H 3.584 2.484 0.841  0.00
53 N 1.067 -0.037 1.837  0.15
54 P 1.026 -0.830 3.156  -0.02
55 C 0.269 -2.489 3.416  0.00
56 C 0.888 -3.513 4.133  0.00
57 C 0.202 -4.690 4.413  0.00
58 C -1.108 -4.854 3.982  0.00
59 C -1.735 -3.835 3.276  0.00
60 C -1.051 -2.660 3.007  0.00
61 C 2.743 -1.133 3.688  0.02
62 C 3.358 -0.463 4.736  0.00
63 C 4.714 -0.659 4.994  0.00
64 C 5.457 -1.521 4.203  0.00
65 C 4.849 -2.189 3.141  0.00
66 C 3.500 -1.994 2.881  0.00
67 C 0.168 0.001 4.556  0.01
68 C 0.152 -0.519 5.854  0.00
69 C -0.569 0.115 6.857  0.00
70 C -1.303 1.261 6.566  0.00
71 C -1.304 1.776 5.276  0.00
72 C -0.563 1.151 4.278  0.01
73 H 1.909 -3.397 4.472  0.00
74 H 0.693 -5.481 4.968  0.00
75 H -1.636 -5.776 4.190  0.00
76 H -2.751 -3.958 2.917  0.00
77 H -1.545 -1.861 2.465  0.00
78 H 2.779 0.222 5.345  0.00
79 H 5.191 -0.131 5.815  0.00
80 H 6.512 -1.669 4.405  0.00
81 H 5.432 -2.860 2.518  0.00
82 H 3.018 -2.487 2.041  0.00
83 H 0.700 -1.431 6.073  0.00
84 H -0.571 -0.288 7.866  0.00
85 H -1.880 1.745 7.346  0.00
86 H -1.870 2.673 5.038  0.00
87 H -0.543 1.539 3.276  0.00

=====

(4)
Here is 3 unconnected molecules or ions with the total composition C8H18NO4PSSi from the OMol25 dataset. Energies are from ωB97M-V/def2-TZVPD.

- HOMO-LUMO gap: 9.072 eV
- LUMO: 0.40 eV

Each line ends with the Löwdin charge.
Geometry (Å):
1 N 4.679 3.004 -1.434  -0.38
2 P 3.655 2.893 -2.615  0.45
3 Si 1.506 2.559 -1.916  0.18
4 S 0.262 4.006 -2.899  0.34
5 H 5.582 2.572 -1.577  -0.05
6 H 3.829 1.890 -3.606  -0.05
7 H 3.518 3.999 -3.500  -0.06
8 H 1.520 2.728 -0.458  -0.07
9 H 1.088 1.218 -2.351  -0.07
10 H -0.631 3.071 -3.265  -0.21
11 O -0.129 -0.537 -0.206  0.11
12 C 0.974 -0.817 0.168  -0.48
13 C 1.448 -2.087 0.840  -0.07
14 C 2.786 -1.683 1.444  -0.15
15 C 3.236 -0.577 0.494  -0.14
16 O 2.016 0.035 0.031  -0.05
17 H 1.555 -2.849 0.064  0.13
18 H 0.697 -2.434 1.546  0.13
19 H 3.508 -2.495 1.503  0.12
20 H 2.640 -1.277 2.445  0.12
21 H 3.768 -0.973 -0.374  0.13
22 H 3.836 0.203 0.955  0.13
23 O -4.141 -2.822 3.141  0.12
24 C -4.105 -1.994 2.279  -0.49
25 C -5.250 -1.175 1.712  -0.08
26 C -4.685 -0.642 0.404  -0.15
27 C -3.193 -0.582 0.712  -0.16
28 O -2.958 -1.655 1.645  0.02
29 H -5.465 -0.376 2.426  0.13
30 H -6.140 -1.793 1.625  0.12
31 H -5.084 0.326 0.108  0.11
32 H -4.870 -1.352 -0.404  0.12
33 H -2.915 0.356 1.199  0.13
34 H -2.537 -0.739 -0.137  0.10